This record from the Open Molecules 2025 dataset describes a cluster of 5 separate species, C17H29BBr2ClF2N6O15P2S in total at a distorted geometry. The level of theory is ωB97M-V/def2-TZVPD.

Cartesian coordinates (Å):
1 C 1.367 0.582 -3.973
2 H -1.919 -2.672 -1.597
3 C 0.344 -0.551 -0.904
4 H 1.735 1.310 2.821
5 O 5.268 0.341 1.238
6 H 5.741 -0.314 3.628
7 N 0.110 -6.219 0.575
8 C -0.344 6.657 -3.336
9 H 0.910 -2.306 2.019
10 C 0.333 -2.142 1.115
11 O 0.246 5.055 -1.753
12 C 4.951 -0.910 3.182
13 F -0.964 2.331 -3.255
14 O 1.747 6.464 -2.377
15 F 0.994 -1.522 -1.669
16 H -4.679 3.531 -2.882
17 P 3.472 -2.161 0.474
18 H -6.356 -3.549 2.773
19 C 0.346 -5.851 1.999
20 O -1.454 -1.985 -2.093
21 N 1.117 0.699 -1.371
22 H 1.353 -6.170 2.253
23 O 0.197 -7.391 0.304
24 B -1.210 -0.864 -1.341
25 H 3.480 -1.043 -2.730
26 Cl 3.089 2.061 -0.146
27 H 2.829 -2.411 2.569
28 H -0.436 7.695 -3.030
29 Br -0.364 0.581 1.465
30 H 0.562 -2.966 0.429
31 H 0.063 6.585 -4.340
32 C -5.822 -3.035 3.567
33 O -5.579 6.364 -2.452
34 O -1.757 2.630 -1.255
35 C 0.787 -0.776 0.551
36 N 0.633 6.008 -2.415
37 C -4.515 4.326 -2.160
38 N -5.287 -1.769 2.998
39 H -3.491 4.315 -1.802
40 C 2.312 0.395 2.952
41 H 0.458 2.489 -0.296
42 H 2.975 0.586 3.790
43 S 4.607 1.521 -3.005
44 H 0.237 -4.781 2.108
45 C -1.094 -2.297 1.599
46 H -2.877 -2.159 1.052
47 N -4.719 5.621 -2.865
48 O -2.059 -2.526 0.667
49 H -3.034 -0.570 -0.948
50 H 1.597 -0.390 3.218
51 C 1.246 0.518 -2.793
52 O -3.987 5.844 -3.811
53 C 0.544 2.103 -1.301
54 C 4.434 -0.155 1.947
55 C 2.353 -0.568 0.593
56 H -1.294 6.140 -3.259
57 O -4.519 -1.871 2.054
58 C -0.831 2.344 -1.929
59 H 1.608 0.472 -5.007
60 N 3.024 0.097 1.700
61 H -6.483 -2.787 4.389
62 O -0.153 -5.334 -0.223
63 H 4.981 -0.478 -1.165
64 C 2.500 0.478 -0.711
65 O -2.242 -0.025 -1.037
66 H -4.973 -3.621 3.906
67 O 3.098 -3.002 1.850
68 H 5.318 -1.881 2.855
69 H -5.219 4.261 -1.339
70 Br 2.726 -3.592 -1.033
71 O -5.636 -0.728 3.492
72 H 4.196 -1.083 3.954
73 P 3.936 0.035 -1.950
74 O -1.351 -2.325 2.769
75 H -0.389 -6.381 2.597
76 H 1.212 2.723 -1.900

Atoms 1-3, force components in eV/Å:
C 0.33 -0.47 -0.16
H -0.02 -0.10 -0.26
C 0.27 -1.06 -0.35

Molecular weight = 895.5 g/mol
Frontier orbital gap = 8.40 eV
Charge = +1
HOMO energy = -11.4 eV

Mulliken atomic charge list, values in e, 6 entries: atom 1 (C): -0.30, atom 2 (H): 0.32, atom 3 (C): -1.06, atom 4 (H): 0.24, atom 5 (O): -0.47, atom 6 (H): 0.39